1.
Here is C58H47FNO6P2RuS3 as an isolated structure from the OMol25 dataset. Energies are from the ωB97M-V functional and the def2-TZVPD basis.

CARTESIAN COORDINATES (ANGSTROEM)
Ru -0.278 -0.480 0.510
O -3.236 0.476 2.848
S -3.463 0.022 1.524
O -4.805 0.088 0.999
O -2.702 -1.118 1.045
O -2.689 1.300 0.564
N -3.385 -0.089 -1.611
P -3.239 1.395 -0.914
C -2.042 2.296 -1.866
C -0.702 2.370 -1.497
C 0.224 2.916 -2.375
C -0.196 3.404 -3.602
C -1.537 3.359 -3.962
C -2.464 2.807 -3.097
C -4.812 2.215 -0.966
C -4.951 3.382 -0.217
C -6.154 4.066 -0.245
C -7.206 3.587 -1.015
C -7.063 2.427 -1.762
C -5.863 1.734 -1.739
P -1.847 -0.976 -1.715
C -2.487 -2.675 -1.866
C -3.569 -3.143 -1.121
C -3.956 -4.472 -1.211
C -3.251 -5.352 -2.019
C -2.163 -4.897 -2.748
C -1.786 -3.566 -2.678
C -1.421 -0.593 -3.445
C -2.397 -0.706 -4.438
C -2.090 -0.416 -5.754
C -0.802 -0.012 -6.091
C 0.168 0.102 -5.111
C -0.135 -0.187 -3.784
H -4.133 -0.630 -1.177
H -0.365 2.019 -0.524
H 1.265 2.954 -2.091
H 0.529 3.830 -4.283
H -1.859 3.746 -4.919
H -3.506 2.754 -3.385
H -4.131 3.743 0.390
H -6.273 4.967 0.339
H -8.145 4.122 -1.030
H -7.887 2.059 -2.357
H -5.743 0.829 -2.319
H -4.101 -2.493 -0.441
H -4.798 -4.822 -0.629
H -3.547 -6.392 -2.076
H -1.607 -5.579 -3.377
H -0.945 -3.218 -3.263
H -3.400 -1.019 -4.173
H -2.850 -0.507 -6.519
H -0.561 0.213 -7.121
H 1.169 0.419 -5.372
H 0.617 -0.112 -3.012
C 2.274 -7.146 -2.759
C 2.152 -5.948 -1.859
C 2.550 -6.006 -0.528
C 2.423 -4.909 0.308
C 1.909 -3.727 -0.201
C 1.493 -3.643 -1.523
C 1.621 -4.754 -2.342
S 1.662 -2.382 0.960
O 1.769 -3.019 2.296
C 3.208 -1.440 0.858
C 4.372 -2.180 0.562
C 5.614 -1.679 0.807
C 5.751 -0.437 1.466
C 7.021 0.057 1.858
C 7.135 1.231 2.540
C 5.974 1.962 2.873
C 4.745 1.523 2.479
C 4.592 0.318 1.742
C 3.286 -0.130 1.318
C 2.230 0.917 1.332
C 2.481 2.112 0.580
C 3.506 2.205 -0.390
C 3.804 3.396 -1.021
C 3.081 4.553 -0.738
C 2.018 4.472 0.149
C 1.688 3.281 0.788
C 0.526 3.205 1.648
C 0.209 2.053 2.270
C 1.028 0.880 2.144
S 0.796 -0.408 3.297
O -0.494 -1.059 2.760
C 0.309 0.445 4.777
C -1.007 0.450 5.205
C -1.323 1.095 6.392
C -0.343 1.718 7.159
C -0.693 2.375 8.465
C 0.976 1.687 6.708
C 1.309 1.047 5.528
H 2.713 -7.992 -2.233
H 2.901 -6.923 -3.624
H 1.296 -7.452 -3.134
H 2.956 -6.930 -0.136
H 2.695 -4.958 1.353
H 1.102 -2.708 -1.893
H 1.301 -4.693 -3.376
H 4.275 -3.160 0.119
H 6.497 -2.243 0.538
H 7.899 -0.530 1.619
H 8.108 1.596 2.841
H 6.061 2.875 3.447
H 3.862 2.091 2.736
H 4.080 1.323 -0.638
H 4.612 3.424 -1.740
H 3.326 5.490 -1.219
H 1.410 5.346 0.348
H -0.097 4.082 1.758
H -0.672 2.001 2.902
H -1.765 -0.033 4.602
H -2.352 1.113 6.727
H -1.675 2.844 8.420
H 0.039 3.135 8.734
H -0.717 1.639 9.271
H 1.750 2.170 7.291
H 2.337 1.023 5.185
F 0.980 -0.797 -1.110

For the frontier orbital gap (spin up / spin down), the calculation gives 4.68 / 7.30 eV. As for the multiplicity: 6. As for the relative energy (zero: lowest compared OMol25 entry of this formula, charge and spin): 1.092 eV. As for the net charge: 0. The calculation puts the HOMO energy (spin up / spin down) at -4.633 / -7.575 eV.

=====

2.
Here is C58H49F3N10O4PPbSb as an isolated structure from the OMol25 dataset. Energies are from the ωB97M-V functional and the def2-TZVPD basis.

CARTESIAN COORDINATES (ANGSTROEM)
Pb 0.540 -0.042 -0.109
C -1.607 -5.145 3.398
C -1.072 -4.402 2.205
C -1.832 -4.241 1.044
C -1.359 -3.510 -0.025
C -0.090 -2.918 -0.019
N 0.340 -2.081 -1.074
C 0.349 -2.587 -2.359
C 0.261 -3.980 -2.573
C 0.159 -4.554 -3.817
C 0.134 -3.767 -4.967
C -0.028 -4.366 -6.339
C 0.305 -2.411 -4.791
C 0.466 -1.812 -3.535
N 0.775 -0.403 -3.562
C 1.179 0.293 -4.646
C 1.297 1.620 -4.294
C 0.963 1.650 -2.945
N 0.658 0.427 -2.507
C 0.678 -3.114 1.137
C 0.184 -3.824 2.230
N 2.037 -2.672 1.223
C 3.082 -3.412 1.648
C 4.215 -2.640 1.533
C 3.755 -1.424 1.022
N 2.437 -1.446 0.845
H -2.398 -5.834 3.108
H -2.024 -4.448 4.128
H -0.822 -5.712 3.897
H -2.817 -4.689 0.989
H -1.975 -3.380 -0.906
H 0.275 -4.622 -1.703
H 0.091 -5.632 -3.901
H -0.425 -5.377 -6.276
H 0.929 -4.418 -6.860
H -0.706 -3.774 -6.954
H 0.309 -1.793 -5.679
H 1.396 -0.175 -5.587
H 1.601 2.434 -4.928
H 0.941 2.479 -2.254
H 0.804 -3.922 3.115
H 2.951 -4.431 1.967
H 5.224 -2.915 1.782
H 4.337 -0.560 0.743
O -2.541 -0.685 0.571
C -3.075 0.165 -0.055
O -2.290 1.039 -0.845
C -4.499 0.529 -0.193
C -5.552 -0.112 0.437
C -6.837 0.359 0.203
C -7.058 1.447 -0.638
C -6.001 2.090 -1.270
C -4.722 1.614 -1.036
P -3.135 2.159 -1.641
C -2.742 3.800 -1.127
C -3.438 4.360 -0.053
C -3.121 5.641 0.364
C -2.124 6.354 -0.287
C -1.425 5.794 -1.350
C -1.726 4.512 -1.775
C -2.827 1.854 -3.357
C -2.465 0.560 -3.744
C -2.306 0.279 -5.090
C -2.508 1.276 -6.037
C -2.876 2.558 -5.651
C -3.042 2.854 -4.308
H -5.364 -0.953 1.092
H -7.678 -0.126 0.679
H -8.068 1.800 -0.800
H -6.179 2.935 -1.922
H -4.218 3.805 0.451
H -3.651 6.084 1.195
H -1.887 7.358 0.039
H -0.654 6.362 -1.854
H -1.193 4.067 -2.606
H -2.294 -0.214 -3.007
H -2.033 -0.722 -5.394
H -2.382 1.051 -7.088
H -3.041 3.325 -6.394
H -3.343 3.848 -4.003
N 2.866 1.894 -0.277
N 2.718 3.269 -0.053
C 1.614 3.789 0.543
N 1.675 5.074 0.881
N 0.574 2.967 0.643
N -0.547 3.358 1.301
O -1.382 2.480 1.437
O -0.654 4.451 1.854
H 3.424 1.487 0.470
H 3.325 1.769 -1.171
H 3.561 3.824 -0.010
H 2.549 5.573 0.875
H 0.889 5.435 1.406
F -3.528 2.655 7.609
C -2.646 2.114 6.757
C -1.322 2.008 7.144
C -0.419 1.442 6.260
C -0.832 1.001 5.002
C -2.174 1.120 4.649
C -3.094 1.677 5.527
Sb 0.537 0.086 3.644
C 1.492 -1.110 5.157
C 0.672 -1.774 6.069
C 1.210 -2.582 7.060
C 2.582 -2.724 7.121
F 3.113 -3.496 8.078
C 3.426 -2.096 6.226
C 2.869 -1.292 5.240
C 1.994 1.690 3.677
C 1.704 2.968 4.151
C 2.650 3.986 4.099
C 3.888 3.716 3.553
F 4.793 4.708 3.461
C 4.225 2.461 3.081
C 3.264 1.459 3.144
H -1.020 2.359 8.122
H 0.616 1.330 6.564
H -2.509 0.781 3.676
H -4.142 1.769 5.276
H -0.404 -1.651 6.025
H 0.585 -3.092 7.781
H 4.495 -2.234 6.310
H 3.540 -0.798 4.548
H 0.730 3.187 4.570
H 2.440 4.977 4.481
H 5.223 2.281 2.700
H 3.520 0.469 2.786

For the frontier orbital gap, the calculation gives 5.94 eV. As for the relative energy (zero: lowest compared OMol25 entry of this formula, charge and spin): 0.128 eV. As for the net charge: +2. The calculation puts the HOMO energy at -11.199 eV.

=====

3.
Here is C58H50F4O3P2Pd as an isolated structure from the OMol25 dataset. Energies are from the ωB97M-V functional and the def2-TZVPD basis.

CARTESIAN COORDINATES (ANGSTROEM)
C 4.336 6.711 2.337
C 3.112 6.308 1.540
O 1.947 6.248 2.334
C 0.933 5.658 1.620
C -0.365 5.631 2.258
C -0.428 6.066 3.673
C -1.529 5.179 1.572
C -2.865 5.186 2.247
O -1.510 4.775 0.416
O 1.126 5.181 0.507
H 5.232 6.754 1.716
H 4.200 7.694 2.791
H 4.523 6.000 3.143
H 2.911 7.018 0.724
H 3.246 5.322 1.069
H 0.565 6.346 4.024
H -1.079 6.933 3.797
H -0.771 5.254 4.315
H -2.798 5.403 3.311
H -3.516 5.924 1.779
H -3.344 4.216 2.123
F -4.675 -0.620 -5.107
C -4.294 -1.251 -3.967
C -4.552 -2.599 -3.791
C -4.157 -3.255 -2.637
F -4.311 -4.604 -2.542
C -3.530 -2.545 -1.633
C -3.225 -1.180 -1.787
C -2.480 -0.462 -0.766
C -1.905 0.823 -0.971
C -1.201 1.597 0.003
C -1.425 1.611 1.441
C -0.592 2.358 2.294
C -0.853 2.465 3.645
F -0.084 3.244 4.454
C -1.950 1.799 4.169
C -2.792 1.056 3.357
F -3.840 0.371 3.886
C -2.538 0.983 2.008
Pd -0.277 -0.398 -0.414
P 0.757 -0.979 -2.431
C -0.014 0.214 -3.543
C 0.304 1.551 -3.466
C -0.314 2.451 -4.314
C -1.248 2.009 -5.228
C -1.573 0.671 -5.292
C -0.950 -0.229 -4.449
C 2.514 -0.580 -2.336
C 3.187 -0.233 -3.485
C 4.505 0.176 -3.416
C 5.139 0.253 -2.192
C 4.466 -0.111 -1.043
C 3.154 -0.539 -1.117
C 0.534 -2.635 -3.098
C 1.496 -3.210 -3.895
C 1.277 -4.459 -4.442
C 0.096 -5.127 -4.187
C -0.862 -4.551 -3.380
C -0.640 -3.301 -2.838
P 0.270 -1.939 1.264
C -1.129 -2.986 1.756
C -1.038 -4.354 1.608
C -2.058 -5.175 2.050
C -3.184 -4.617 2.618
C -3.293 -3.246 2.737
C -2.258 -2.432 2.317
C 1.634 -3.020 0.779
C 2.744 -3.154 1.581
C 3.746 -4.040 1.232
C 3.633 -4.790 0.080
C 2.531 -4.640 -0.735
C 1.534 -3.752 -0.379
C 0.802 -0.969 2.698
C 0.256 -1.224 3.937
C 0.705 -0.539 5.050
C 1.713 0.394 4.919
C 2.258 0.651 3.680
C 1.805 -0.035 2.569
C -3.636 -0.556 -2.976
H -5.072 -3.139 -4.559
H -3.229 -3.074 -0.747
H -2.456 -0.925 0.221
H -1.899 1.210 -1.995
H -0.632 2.457 -0.362
H 0.221 2.925 1.882
H -2.172 1.871 5.217
H -3.264 0.503 1.382
H 1.031 1.887 -2.745
H -0.066 3.496 -4.260
H -1.724 2.708 -5.896
H -2.324 0.325 -5.982
H -1.198 -1.277 -4.486
H 2.672 -0.275 -4.431
H 5.032 0.440 -4.317
H 6.156 0.605 -2.137
H 4.963 -0.052 -0.089
H 2.627 -0.866 -0.238
H 2.411 -2.676 -4.087
H 2.023 -4.901 -5.079
H -0.083 -6.092 -4.630
H -1.793 -5.056 -3.188
H -1.377 -2.829 -2.214
H -0.164 -4.782 1.149
H -1.967 -6.247 1.966
H -3.978 -5.252 2.972
H -4.180 -2.807 3.165
H -2.319 -1.366 2.454
H 2.819 -2.575 2.486
H 4.607 -4.154 1.869
H 4.399 -5.501 -0.179
H 2.434 -5.223 -1.636
H 0.654 -3.647 -0.986
H -0.507 -1.976 4.038
H 0.289 -0.755 6.020
H 2.111 0.882 5.794
H 3.056 1.366 3.580
H 2.259 0.128 1.608
H -3.468 0.493 -3.131

For the frontier orbital gap, the calculation gives 3.10 eV. As for the net charge: 0. The calculation puts the HOMO energy at -5.426 eV.

=====

4.
Here is C58H51N5OZr as an isolated structure from the OMol25 dataset. Energies are from the ωB97M-V functional and the def2-TZVPD basis.

CARTESIAN COORDINATES (ANGSTROEM)
Zr 6.193 -8.498 20.597
C 2.076 -2.964 16.782
C 2.060 -2.898 18.185
C 2.937 -3.675 18.924
C 3.819 -4.622 18.251
C 3.844 -4.602 16.869
C 2.852 -3.929 16.164
C 4.664 -5.699 18.998
C 6.094 -5.926 18.632
C 6.886 -5.197 17.713
C 8.016 -5.967 17.461
C 7.964 -7.149 18.331
N 6.837 -6.969 19.162
C 8.794 -8.204 18.188
C 8.737 -9.337 19.064
C 9.284 -10.647 18.966
C 9.139 -11.241 20.243
C 8.615 -10.285 21.128
C 8.601 -10.317 22.556
C 9.662 -11.074 23.244
C 10.983 -11.253 22.843
C 11.811 -12.050 23.624
C 11.361 -12.810 24.698
C 9.981 -12.685 25.008
C 9.224 -11.800 24.381
C 7.585 -9.578 23.217
N 6.459 -8.977 22.606
C 5.813 -8.176 23.621
C 4.477 -7.643 23.544
C 3.634 -7.418 24.773
C 3.332 -8.426 25.725
C 2.154 -8.361 26.473
C 1.463 -7.126 26.643
C 1.818 -6.091 25.774
C 2.827 -6.277 24.826
C 3.975 -7.155 22.329
C 2.719 -6.538 22.040
C 2.728 -6.050 20.706
C 4.054 -6.269 20.176
N 4.834 -6.903 21.189
C 6.570 -8.280 24.793
C 7.631 -9.104 24.556
N 8.157 -9.236 20.326
C 9.666 -8.290 17.001
C 9.227 -8.231 15.668
C 10.043 -8.591 14.581
C 11.365 -8.922 14.830
C 11.827 -9.025 16.161
C 10.977 -8.642 17.208
H 1.258 -2.456 16.196
H 1.519 -2.148 18.750
H 2.968 -3.526 20.014
H 4.539 -5.179 16.296
H 2.677 -3.953 15.059
H 6.678 -4.196 17.431
H 8.902 -5.741 16.850
H 9.810 -11.156 18.144
H 9.443 -12.305 20.496
H 11.370 -10.803 21.940
H 12.848 -12.142 23.262
H 12.040 -13.452 25.301
H 9.610 -13.430 25.674
H 8.224 -11.758 24.678
H 4.016 -9.267 25.904
H 1.814 -9.329 26.878
H 0.751 -6.945 27.406
H 1.423 -5.086 25.848
H 2.931 -5.447 24.162
H 1.734 -6.519 22.616
H 1.888 -5.661 20.184
H 6.346 -7.728 25.685
H 8.418 -9.247 25.270
H 8.149 -7.984 15.462
H 9.680 -8.570 13.581
H 11.975 -9.095 13.934
H 12.883 -9.257 16.401
H 11.392 -8.522 18.222
C -4.536 -11.594 19.462
C -3.136 -12.076 19.466
C -2.275 -11.744 20.577
C -2.755 -10.825 21.600
C -0.971 -12.253 20.689
C -0.125 -11.893 21.912
C -0.570 -13.188 19.727
C 0.775 -13.807 19.800
C -1.411 -13.569 18.670
C -0.910 -14.673 17.720
C -2.731 -12.980 18.505
C -3.649 -13.623 17.482
H -4.643 -10.766 20.200
H -5.226 -12.407 19.573
H -4.698 -11.099 18.498
H -3.791 -11.149 22.032
H -2.779 -9.755 21.216
H -2.001 -10.736 22.438
H 0.068 -10.792 22.061
H 0.789 -12.425 21.810
H -0.659 -12.156 22.914
H 1.548 -13.113 20.170
H 1.139 -14.211 18.855
H 0.793 -14.715 20.317
H -0.980 -15.759 18.071
H 0.159 -14.561 17.453
H -1.402 -14.602 16.714
H -3.654 -12.944 16.597
H -4.676 -13.907 17.809
H -3.254 -14.532 17.099
C 3.858 -10.832 17.496
C 4.956 -10.772 18.564
N 5.473 -11.966 18.949
O 5.308 -9.648 19.054
H 3.617 -11.897 17.234
H 4.003 -10.331 16.527
H 3.033 -10.404 18.015
H 5.064 -12.794 18.519
H 6.172 -12.128 19.717

For the frontier orbital gap, the calculation gives 4.09 eV. As for the relative energy (zero: lowest compared OMol25 entry of this formula, charge and spin): 2.179 eV. As for the net charge: +2. The calculation puts the HOMO energy at -11.100 eV.